1.
This record from OMol25 describes C30H45BrN4OP2Pt as an isolated structure. The level of theory is wB97M-V/def2-TZVPD.

Values from the calculation:
HOMO (spin up / spin down): -12.85 / -13.08 eV
Kohn-Sham gap (spin up / spin down): 6.16 / 4.85 eV
Total charge: +2
Multiplicity: 3
Relative energy (zero: lowest compared OMol25 entry of this formula, charge and spin): 0.000 eV
LUMO level (spin up / spin down): -6.69 / -8.23 eV

CARTESIAN COORDINATES (ANGSTROEM)
N (2.71687, -6.25683, -6.59567)
C (1.84377, -4.11608, -6.01872)
H (-0.88729, -1.28726, 3.24795)
H (-0.29463, -2.53065, 4.29883)
C (-3.20902, -0.75836, 2.36593)
Pt (-0.21925, 0.62026, 1.29504)
H (1.70983, 1.66618, -1.86156)
H (-2.46365, -2.11533, -0.30589)
H (0.89850, 3.20920, -3.87536)
C (2.10914, -1.60611, 4.64665)
C (0.85579, -2.70458, -0.62532)
P (0.20772, 3.38279, -1.15369)
H (1.15728, 1.48736, -4.20726)
H (-1.84224, 2.20223, -0.98858)
H (-4.77699, 2.26150, 0.12872)
C (2.67833, -5.61067, -4.30000)
H (-0.48890, 2.10496, -3.97128)
H (3.40463, -7.50344, -5.07361)
C (1.18125, 3.49390, 0.35877)
C (1.81530, -2.10451, -1.47032)
N (-0.08906, -1.75297, 3.68974)
H (-3.48253, 3.93285, -1.33417)
H (4.09529, -1.09397, 5.37892)
C (2.17184, -5.09909, -6.96001)
C (0.42847, -1.94526, 0.44784)
H (2.88751, 4.66366, -0.24856)
H (-4.21474, -1.76642, -0.25643)
H (1.78717, 2.58314, 0.45311)
H (-3.74234, 0.66376, -0.82431)
H (0.04956, 1.07413, -1.80275)
C (1.10092, -1.11473, 3.77435)
H (-5.56170, 1.34481, 1.44092)
H (-2.89561, -0.47184, 3.38412)
N (1.30404, -0.07002, 2.97552)
Br (-0.55170, 2.36101, 3.07476)
C (-2.92824, 0.01658, -0.46739)
H (-2.14720, 4.42030, -2.40835)
H (2.89950, -5.84799, -3.25957)
H (-5.30420, 3.08173, 1.60427)
C (3.23043, -0.85044, 4.76424)
P (-2.49453, 0.51916, 1.25039)
C (2.01323, 4.77177, 0.39647)
H (-0.35060, -2.26018, 1.13530)
C (2.59135, -0.97178, -1.18187)
H (-3.31705, -1.63489, -1.77586)
H (4.50444, 1.70103, 5.14450)
C (-4.73522, -0.88601, 2.33109)
N (3.34927, 0.30887, 4.06890)
C (-1.54433, 3.21869, -0.69622)
H (-1.57863, 3.28512, 0.39966)
H (5.40542, 0.40477, 4.35359)
C (0.54913, 2.19706, -3.63730)
C (0.67504, 1.91296, -2.13553)
H (1.95538, -2.53355, 5.18263)
C (4.56284, 1.09248, 4.23351)
H (-2.37334, 5.22795, -0.83502)
H (-2.74656, -1.73125, 2.13898)
H (1.98419, -4.91474, -8.01908)
H (2.35233, 4.95152, 1.41951)
C (2.96341, -6.53209, -5.31642)
C (-2.43748, 4.26747, -1.36128)
H (-5.15377, -0.81537, 1.32090)
H (-5.21353, -0.12482, 2.95707)
H (1.41334, -3.16620, -6.32297)
H (0.45776, 3.47024, 1.19314)
C (-3.25505, -1.45995, -0.69194)
C (1.82565, -2.56121, -2.76787)
H (1.42922, 5.63213, 0.05645)
C (2.46258, 0.64187, 3.02698)
H (4.71730, 1.74476, 3.37171)
H (2.80404, 0.58182, 0.33015)
C (2.24347, -0.26766, -0.04317)
C (2.11234, -4.36777, -4.66750)
C (1.05240, -0.68784, 0.55712)
H (-2.90377, 2.86485, 1.82263)
C (1.79179, -3.33531, -3.70997)
H (-2.04507, 0.24905, -1.08441)
C (-4.86290, 2.15699, 1.21439)
H (0.38895, -3.65335, -0.89927)
O (2.77831, 1.53492, 2.21487)
H (-5.03301, -1.86092, 2.73603)
H (-3.64774, 1.77297, 2.95405)
H (3.38660, -0.65909, -1.86108)
C (-3.51105, 1.95171, 1.87586)

2.
This record from OMol25 describes a 7-piece molecular cluster, C18H32Br2O14 overall. The level of theory is wB97M-V/def2-TZVPD.

Values from the calculation:
HOMO: -10.80 eV
Kohn-Sham gap: 10.63 eV
Total charge: 0
SMILES: C[C@H]1COC(=O)O1.C[C@H]1COC(=O)O1.C[C@H]1COC(=O)O1.C[C@H]1COC(=O)O1.BrCCBr.O.O
Relative energy (zero: lowest compared OMol25 entry of this formula, charge and spin): 0.000 eV
LUMO level: -0.17 eV

CARTESIAN COORDINATES (ANGSTROEM)
H (1.15343, -0.69482, -4.00701)
C (0.89561, 0.56005, 2.68094)
H (-0.84359, -5.54423, 2.95571)
C (-3.32473, 1.91451, -3.34178)
H (0.49888, 2.56867, 3.33001)
H (2.46363, -0.35936, -4.70123)
H (2.57119, -3.54568, -2.05339)
C (2.86612, 3.34300, -2.07225)
H (2.34264, 5.03627, -0.10373)
O (4.60261, -3.38677, 2.02466)
H (0.98631, -3.23543, 0.53374)
H (0.74519, 3.35409, -2.06647)
H (1.76729, -2.04601, -1.65511)
H (-0.07480, -0.49506, -1.22028)
C (-0.77558, -4.50267, 3.25411)
H (2.74305, 2.36999, -1.59849)
H (-1.14936, -2.06458, 3.93983)
H (1.35495, -5.51138, 0.68698)
O (3.31899, -4.96645, 1.09546)
C (2.19335, -4.99131, 0.22530)
H (-4.47413, 2.79422, -0.02079)
H (3.66561, 3.87977, -1.56148)
C (3.73469, -3.69185, 1.28404)
C (-2.00355, -2.25683, 3.28399)
H (0.77024, 4.17332, 0.17383)
O (3.02782, -2.83764, 0.51937)
H (2.43970, -5.53377, -0.68988)
C (-1.61383, -2.10020, 1.06130)
C (1.54602, 4.07589, -1.87410)
H (-4.49921, 0.71604, -0.89601)
C (1.87965, -3.50713, -0.03595)
C (-3.38610, 2.82981, -0.02613)
C (-3.54770, 0.69527, -1.43337)
C (1.74133, -3.12162, -1.48243)
H (-2.99315, -0.19375, -1.13864)
C (0.85332, 6.22862, -2.17238)
O (1.42292, 5.16700, -2.78618)
O (-1.28249, -1.58120, 0.04309)
O (0.20238, 0.36901, -1.54468)
H (-0.68956, 1.95422, 2.16321)
C (1.36735, 4.76461, -0.51306)
O (-2.78286, 2.67638, -2.37973)
Br (-1.14390, 1.16166, 4.50473)
H (-1.70576, 1.83432, -0.88291)
H (-3.05869, 2.42056, 0.93971)
H (0.57885, 0.75860, -0.74654)
O (0.67399, 5.96492, -0.85440)
H (0.15170, -4.02014, 2.94587)
C (-1.92302, -3.68447, 2.69199)
O (-1.63998, -3.41596, 1.29175)
H (-2.89850, -2.05484, 3.86815)
H (3.02685, 3.25789, -3.14279)
O (-3.39163, 2.19371, -4.49004)
H (-3.01946, 3.85556, -0.02579)
C (-2.75911, 1.98349, -1.11335)
O (-2.04150, -1.40717, 2.14179)
H (0.37345, -0.36365, 2.46762)
O (-3.81476, 0.75504, -2.81612)
H (-2.89560, -4.16511, 2.77066)
H (1.61040, 0.50104, 3.49512)
C (-0.04902, 1.69143, 3.00065)
H (-0.81012, -4.45771, 4.34566)
Br (1.99247, 1.02181, 1.13694)
O (0.55530, 7.24468, -2.70616)
H (0.80509, -3.48709, -1.90826)
O (1.66932, -0.89161, -4.79529)

3.
This record from OMol25 describes C21H43F9N2NbO7S as an isolated structure. The level of theory is wB97M-V/def2-TZVPD.

Values from the calculation:
HOMO: -5.21 eV
Kohn-Sham gap: 6.25 eV
Total charge: -1
Relative energy (zero: lowest compared OMol25 entry of this formula, charge and spin): 5.006 eV
LUMO level: 1.04 eV

CARTESIAN COORDINATES (ANGSTROEM)
N (0.57640, 1.15212, -1.32028)
C (6.38101, 1.09710, 3.50204)
C (-5.40666, -0.35011, -1.11060)
F (-6.55832, -0.19131, -1.93937)
H (-4.08549, 2.67798, -0.47471)
H (-2.71893, 3.29481, -2.43780)
C (-1.63568, 2.90815, -2.46108)
H (0.40524, 2.83367, 4.09585)
F (-6.87906, -2.19008, -0.50409)
H (-0.15206, -7.59227, -1.45698)
H (1.35266, 3.16274, -2.71656)
C (-1.04688, -7.44539, -0.84248)
O (0.18475, 1.74874, 2.24488)
F (-3.70480, 2.29309, 1.53687)
H (-4.06107, 4.80596, 0.30747)
H (-1.51812, 2.15859, -3.30854)
H (-2.81726, -4.96501, -1.32962)
H (8.77038, 2.33531, 1.62370)
C (-0.81065, 0.87961, 1.58662)
C (-1.95903, -7.15259, -3.00408)
O (7.71492, 1.42799, 3.11949)
H (-0.54764, 6.05678, -2.81370)
C (-4.15200, -0.07652, -2.04829)
F (-0.27312, 3.51676, 0.18310)
H (-2.91054, -6.94043, -3.49466)
H (6.98486, -1.92692, 1.01414)
C (7.75434, 2.33002, 2.02271)
H (6.36296, 1.06098, 4.59584)
C (-3.00110, 4.37270, 0.43871)
F (-5.15175, -1.82043, 0.88578)
H (0.27822, -0.87101, -0.42942)
H (7.06981, 2.03323, 1.22331)
H (7.50569, 3.33912, 2.36397)
F (-4.36234, 1.21528, -2.60961)
C (-3.20355, 2.76622, 0.26162)
H (0.48783, 1.05048, -2.34065)
H (1.61036, -0.67614, -1.64865)
H (1.26009, 4.84982, -1.83290)
H (-1.54824, 4.31241, 2.21576)
F (-5.57361, 0.57346, -0.07096)
H (7.02219, -0.56804, -0.13101)
H (-0.47351, -0.21282, 1.54995)
C (5.96895, -0.26645, 2.96147)
Nb (-1.29240, 1.77572, -0.46877)
F (-4.20549, -0.94794, -3.17596)
O (-2.22388, -7.47380, -1.64640)
H (-0.36820, 1.17316, 4.25049)
H (-2.37508, 4.83255, -0.38497)
H (3.25064, -0.02008, -0.22664)
H (-1.11601, -8.28839, -0.14711)
C (0.87417, 4.18704, -2.66901)
C (7.03060, -0.83616, 0.92710)
C (-1.98007, -4.30281, -1.09750)
C (2.24703, 0.07737, 0.32819)
S (-2.46547, -0.30080, -1.28360)
H (-1.71190, 0.88615, 2.30619)
H (7.95976, -0.47151, 1.36966)
C (-0.95233, -6.15430, -0.03810)
F (-4.77355, -2.79428, -1.09617)
C (1.08326, -0.14225, -0.77485)
H (-2.21488, -3.71048, -0.20951)
O (-1.58988, -0.87675, -2.39579)
O (-2.41331, -1.30592, -0.15395)
H (-3.38014, 4.53804, 2.66424)
C (-2.55172, 4.78353, 1.91911)
H (-1.83261, -6.02307, 0.60014)
H (4.96748, -0.50248, 3.33467)
N (-1.31776, 5.36077, -2.73264)
C (-5.52121, -1.80682, -0.47506)
C (-0.29077, 2.09501, 3.56990)
H (5.67997, 1.87513, 3.18240)
H (2.25080, 1.14356, 0.74435)
H (-1.82995, -3.62561, -1.93995)
H (-1.31691, -6.27267, -3.09895)
C (-0.71785, 4.18253, -2.60856)
H (1.15663, 4.72101, -3.64880)
H (6.65202, -1.04987, 3.30716)
H (-1.32296, 2.57348, 3.56116)
H (-0.07058, -6.20917, 0.60905)
H (2.26010, -0.72223, 1.13135)
O (5.88827, -0.25652, 1.53860)
H (-2.34424, 5.91522, 1.91173)
O (-0.77130, -5.02738, -0.88844)
H (-1.48947, -8.00663, -3.50202)